[1]
This record from the OMol25 dataset describes 3 unconnected molecules or ions with the total composition C5H8N2O5. The level of theory is wB97M-V/def2-TZVPD.

Geometry as XYZ:
```
20
Properties=species:S:1:pos:R:3
C -1.536 -1.301 0.102
C 4.592 0.571 0.323
C 0.027 -0.078 1.232
C -0.525 -1.063 -0.980
C 0.668 -0.323 -0.217
N -2.878 1.342 0.783
N -2.959 1.026 -0.375
O 4.215 -0.506 0.405
O 5.005 1.635 0.267
O -1.253 -0.632 1.219
O -1.017 -0.109 -1.851
O 1.160 0.778 -0.930
H -0.046 1.042 1.458
H 0.740 -0.564 1.913
H -0.121 -2.070 -1.518
H 1.511 -0.953 -0.086
H -3.738 1.763 1.220
H -2.338 -1.967 -0.197
H -1.842 0.282 -1.547
H 0.332 1.125 -1.219
```

The calculation puts the energy relative to the best compared isomer or geometry (same formula, charge and spin) at 2.838 eV. For the molar mass, the calculation gives 176.1 g/mol. The value obtained for the LUMO energy (spin up / spin down) is 0.00629 / -0.01262 Eh. The calculation puts the largest force on an atom at 3.45 eV/Å. The spin multiplicity is 1. Its orbital gap (spin up / spin down) is 9.23 / 6.82 eV.

The Mulliken scheme yields these atomic charges, measured in e:
1 C -0.722
2 C 0.719
3 C -0.449
4 C 0.527
5 C -0.394
6 N -0.096
7 N -0.244
8 O -0.365
9 O -0.351
10 O -0.327
11 O -0.656
12 O -0.550
13 H 0.282
14 H 0.312
15 H 0.251
16 H 0.507
17 H 0.241
18 H 0.424
19 H 0.505
20 H 0.383

---

[2]
This record from the OMol25 dataset describes a single C4H6N2O molecule. The level of theory is wB97M-V/def2-TZVPD.

Geometry as XYZ:
```
13
Properties=species:S:1:pos:R:3
N -1.485 0.610 1.273
C -0.436 0.094 0.506
C -0.299 0.113 -0.853
O -1.024 0.971 -1.661
C 0.842 -0.653 -1.212
C 1.383 -1.112 -0.039
N 0.601 -0.650 1.005
H -2.134 1.081 0.649
H -1.218 1.227 2.029
H -0.420 1.717 -1.597
H 1.200 -0.811 -2.216
H 2.262 -1.704 0.149
H 0.728 -0.884 1.966
```

The calculation puts the energy relative to the best compared isomer or geometry (same formula, charge and spin) at 1.212 eV. The SMILES is Nc1[nH]ccc1O. For the molar mass, the calculation gives 98.1 g/mol. The value obtained for the LUMO energy is 0.03081 Eh. The calculation puts the largest force on an atom at 1.09 eV/Å. The spin multiplicity is 1. Its orbital gap is 8.28 eV.

The Mulliken scheme yields these atomic charges, measured in e:
1 N -0.572
2 C -0.229
3 C 0.775
4 O -0.581
5 C -0.648
6 C -0.615
7 N 0.024
8 H 0.272
9 H 0.228
10 H 0.347
11 H 0.429
12 H 0.388
13 H 0.184

---

[3]
This record from the OMol25 dataset describes 2 unconnected molecules or ions with the total composition C3H6FNSi. The level of theory is wB97M-V/def2-TZVPD.

Geometry as XYZ:
```
12
Properties=species:S:1:pos:R:3
C -1.802 -0.901 -0.560
C 0.014 1.663 -0.995
C 1.593 -1.611 1.373
N -2.399 -1.610 -1.210
F -1.427 1.145 1.268
Si -0.643 0.314 0.194
H 1.113 1.381 -1.169
H -0.554 1.387 -1.885
H -0.204 2.797 -0.845
H 1.929 -0.574 1.419
H 0.896 -2.008 2.055
H 1.484 -1.983 0.355
```

The calculation puts the energy relative to the best compared isomer or geometry (same formula, charge and spin) at 3.160 eV. For the molar mass, the calculation gives 103.2 g/mol. The value obtained for the LUMO energy (spin up / spin down) is -0.03905 / -0.01364 Eh. The calculation puts the largest force on an atom at 2.86 eV/Å. The spin multiplicity is 1. Its orbital gap (spin up / spin down) is 8.33 / 8.11 eV.

The Mulliken scheme yields these atomic charges, measured in e:
1 C 0.240
2 C -0.918
3 C -0.917
4 N -0.335
5 F -0.235
6 Si 0.347
7 H 0.289
8 H 0.303
9 H 0.297
10 H 0.282
11 H 0.341
12 H 0.308

---

[4]
This record from the OMol25 dataset describes a single C6H9O3P molecule. The level of theory is wB97M-V/def2-TZVPD.

Geometry as XYZ:
```
19
Properties=species:S:1:pos:R:3
C 2.170 -1.949 -0.092
C -0.022 -2.009 -0.891
C 1.745 -0.764 0.658
C 0.109 -0.556 -0.882
C -1.893 0.132 0.680
C -0.964 0.376 -0.526
O 3.321 -2.273 -0.284
O -1.104 -2.570 -1.074
O 1.097 -2.680 -0.645
P 1.298 0.102 -2.179
H 1.327 -0.931 1.621
H 2.338 0.151 0.564
H -1.961 -0.975 0.799
H -2.936 0.452 0.670
H -1.554 0.413 1.647
H -0.616 1.452 -0.359
H -1.770 0.332 -1.384
H 0.193 0.166 -3.145
H 1.818 -1.223 -2.579
```

The calculation puts the energy relative to the best compared isomer or geometry (same formula, charge and spin) at 3.642 eV. For the molar mass, the calculation gives 160.1 g/mol. The value obtained for the LUMO energy (spin up / spin down) is -0.01761 / -0.01761 Eh. The calculation puts the largest force on an atom at 4.56 eV/Å. The spin multiplicity is 1. Its orbital gap (spin up / spin down) is 9.02 / 9.02 eV.

The Mulliken scheme yields these atomic charges, measured in e:
1 C 0.594
2 C 0.474
3 C -0.625
4 C 0.224
5 C -1.350
6 C -0.392
7 O -0.502
8 O -0.570
9 O -0.333
10 P -0.034
11 H 0.318
12 H 0.330
13 H 0.326
14 H 0.359
15 H 0.354
16 H 0.323
17 H 0.322
18 H 0.086
19 H 0.095

---

[5]
This record from the OMol25 dataset describes 2 unconnected molecules or ions with the total composition C3H6P2. The level of theory is wB97M-V/def2-TZVPD.

Geometry as XYZ:
```
11
Properties=species:S:1:pos:R:3
C -0.620 -0.547 -0.154
C -0.036 0.507 -0.721
C -1.894 -1.155 -0.464
P 2.818 1.749 1.771
P 2.852 0.560 0.141
H -0.175 -0.918 0.745
H -0.440 1.377 -1.211
H -2.218 -1.430 0.496
H -2.602 -0.417 -0.838
H -1.859 -1.931 -1.295
H 4.174 2.205 1.529
```

The calculation puts the energy relative to the best compared isomer or geometry (same formula, charge and spin) at 4.122 eV. For the molar mass, the calculation gives 104.0 g/mol. The value obtained for the LUMO energy (spin up / spin down) is -0.03309 / -0.03133 Eh. The calculation puts the largest force on an atom at 3.12 eV/Å. The spin multiplicity is 1. Its orbital gap (spin up / spin down) is 7.14 / 7.61 eV.

The Mulliken scheme yields these atomic charges, measured in e:
1 C 0.108
2 C -0.665
3 C -0.904
4 P -0.061
5 P 0.038
6 H 0.282
7 H 0.313
8 H 0.290
9 H 0.300
10 H 0.244
11 H 0.055

---

[6]
This record from the OMol25 dataset describes a single C4H9N5 molecule. The level of theory is wB97M-V/def2-TZVPD.

Geometry as XYZ:
```
18
Properties=species:S:1:pos:R:3
C 2.770 0.177 0.546
C -0.182 -0.401 -0.282
C -0.544 1.060 -0.177
C -2.847 0.361 -0.048
H 2.140 0.602 1.302
H 3.661 0.814 0.582
H 3.093 -0.865 0.860
H 2.692 -0.432 -1.341
H -0.107 1.643 -0.957
H -0.200 1.513 0.756
H -3.840 0.672 -0.096
H -2.893 -1.292 0.901
H -1.115 -2.094 -0.613
N 2.048 0.035 -0.719
N 0.976 -0.840 -0.496
N -1.961 1.318 -0.272
N -2.551 -0.944 0.031
N -1.141 -1.326 0.022
```

The calculation puts the energy relative to the best compared isomer or geometry (same formula, charge and spin) at 3.350 eV. The SMILES is CN/N=C1\CN=CNN1. For the molar mass, the calculation gives 127.2 g/mol. The value obtained for the LUMO energy is 0.03292 Eh. The calculation puts the largest force on an atom at 6.53 eV/Å. The spin multiplicity is 1. Its orbital gap is 9.05 eV.

The Mulliken scheme yields these atomic charges, measured in e:
1 C -0.781
2 C 0.515
3 C -0.219
4 C -0.105
5 H 0.215
6 H 0.312
7 H 0.330
8 H 0.286
9 H 0.326
10 H 0.199
11 H 0.430
12 H 0.248
13 H 0.311
14 N -0.301
15 N -0.650
16 N -0.598
17 N -0.328
18 N -0.189